(1)
ORCA calculation (wB97M-V/def2-TZVPD) on a molecular structure, C6H11N in a non-equilibrium geometry.

Lowest unoccupied orbital energy = 1.1 eV
Gap between HOMO and LUMO = 10.241 eV
Relative energy (zero: lowest compared OMol25 entry of this formula, charge and spin) = 64.3 kcal per mole
Net charge = 0
HOMO level = -9.190 eV

Last column: Mulliken charge in e.
Atoms and positions in Å:
C (-0.696030, 0.066723, 0.016278)  0.35
C (0.142772, 1.374097, -0.067825)  -0.80
C (1.574814, 0.777495, -0.048246)  -0.99
C (1.164620, -0.797577, -0.005161)  -0.18
C (0.090727, -0.718042, 1.038537)  -0.78
C (0.033711, -0.980880, -0.977442)  -0.72
H (-2.610265, -0.731455, -0.236599)  0.33
H (-2.305852, 1.057089, -0.578085)  0.33
H (-0.063565, 1.973022, 0.763607)  0.38
H (-0.053191, 1.978308, -1.014900)  0.39
H (2.247324, 0.995345, 0.758413)  0.38
H (2.174272, 1.001317, -0.858508)  0.41
H (1.941124, -1.592953, -0.083573)  0.40
H (-0.257928, -1.756574, 1.486056)  0.23
H (0.520970, -0.239729, 1.947968)  0.29
H (-0.465427, -2.125309, -0.959716)  0.25
H (0.249616, -0.637006, -1.876023)  0.42
N (-2.177251, 0.249579, 0.130644)  -0.68

Cartesian forces (eV/Å) of the 6 atoms listed first:
C -0.96 -0.99 -0.27
C 0.21 -0.90 -2.29
C -1.35 -2.66 0.49
C 1.44 -0.15 -0.47
C 0.97 -2.02 4.67
C -2.59 -2.00 3.02



(2)
ORCA calculation (wB97M-V/def2-TZVPD) on a single C5H10O2 molecule.

Lowest unoccupied orbital energy = 0.9 eV
Gap between HOMO and LUMO = 10.905 eV
SMILES = C[C@@]1(CCO)CO1
Relative energy (zero: lowest compared OMol25 entry of this formula, charge and spin) = 49.0 kcal per mole
Net charge = 0
HOMO level = -9.971 eV

Last column: Mulliken charge in e.
Atoms and positions in Å:
C (1.662298, -0.731701, 0.603076)  -1.42
C (0.603212, -0.044015, -0.224141)  1.33
C (-0.384514, 0.847442, 0.527706)  -0.91
C (-1.742990, 0.194496, 0.800087)  -0.47
O (-2.439093, -0.138662, -0.375198)  -0.55
C (0.810100, 0.187661, -1.657500)  -0.66
O (0.030098, -0.919430, -1.216630)  -0.59
H (2.273612, -0.006665, 1.150745)  0.34
H (1.183722, -1.394230, 1.333990)  0.29
H (2.313862, -1.339229, -0.031535)  0.39
H (-0.554846, 1.770950, -0.036645)  0.32
H (0.066104, 1.135853, 1.485801)  0.35
H (-2.371419, 0.912596, 1.338209)  0.34
H (-1.612181, -0.680566, 1.459408)  0.29
H (-1.833446, -0.689357, -0.896725)  0.40
H (1.753722, -0.072675, -2.135711)  0.29
H (0.238334, 0.977776, -2.145376)  0.28

Cartesian forces (eV/Å) of the 6 atoms listed first:
C 0.02 -0.01 0.00
C 0.07 0.08 0.19
C -0.01 0.06 -0.06
C 0.14 0.11 0.38
O 0.02 -0.15 -0.16
C 0.18 0.16 -0.15



(3)
ORCA calculation (wB97M-V/def2-TZVPD) on a single C3H7NO3 molecule in a non-equilibrium geometry.

Lowest unoccupied orbital energy = 0.7 eV
Gap between HOMO and LUMO = 10.518 eV
SMILES = CCNOC(=O)O
Relative energy (zero: lowest compared OMol25 entry of this formula, charge and spin) = 84.3 kcal per mole
Net charge = 0
HOMO level = -9.786 eV

Last column: Mulliken charge in e.
Atoms and positions in Å:
C (-0.994343, 0.710071, -0.316768)  -0.30
C (-2.031670, 0.091868, 0.603032)  -1.03
N (0.128406, -0.210086, -0.797202)  -0.29
C (2.063710, -0.402861, -0.216308)  0.66
O (0.739950, -0.531199, 0.461302)  -0.22
O (2.866375, -0.071686, 0.808502)  -0.44
O (2.508995, -0.735351, -1.278606)  -0.47
H (3.790931, -0.191067, 0.547309)  0.35
H (-0.232463, -1.086910, -1.171797)  0.22
H (-0.507908, 1.574064, 0.134696)  0.29
H (-1.449085, 1.013558, -1.262731)  0.31
H (-2.845984, 0.799903, 0.754245)  0.34
H (-2.448655, -0.815276, 0.167292)  0.29
H (-1.588257, -0.145029, 1.567036)  0.30

Cartesian forces (eV/Å) of the 6 atoms listed first:
C 0.49 -0.99 -1.80
C 0.31 0.03 -0.04
N -4.11 1.84 1.02
C 1.17 -1.93 3.42
O 4.35 -0.08 -3.67
O 0.03 0.48 0.39



(4)
ORCA calculation (wB97M-V/def2-TZVPD) on 2 unconnected molecules or ions with the total composition C4H13N2P in a non-equilibrium geometry.

Lowest unoccupied orbital energy (alpha / beta) = 0.6 / 0.9 eV
Gap between HOMO and LUMO (alpha / beta) = 7.344 / 7.564 eV
Relative energy (zero: lowest compared OMol25 entry of this formula, charge and spin) = 50.3 kcal per mole
Net charge = 0
HOMO level (alpha / beta) = -6.769 / -6.614 eV

Last column: Mulliken charge in e.
Atoms and positions in Å:
C (0.395362, 0.707939, -1.270375)  -1.08
C (1.738741, 0.335259, 0.830976)  -1.34
C (0.820096, -1.694964, -0.711572)  -1.28
C (0.795095, -0.255629, -0.278039)  0.77
N (-2.804799, 0.213788, -0.281964)  -0.43
N (-1.814508, 0.373118, 2.170297)  -0.58
P (-1.917384, -0.678299, 0.823167)  0.11
H (0.456007, 1.665279, -0.742964)  0.32
H (0.839042, 0.771501, -2.266495)  0.36
H (-0.691211, 0.608831, -1.490894)  0.22
H (1.289523, 1.133520, 1.505995)  0.30
H (2.622229, 0.988435, 0.369026)  0.28
H (2.178116, -0.490845, 1.357990)  0.39
H (-0.142765, -2.077031, -0.999077)  0.31
H (1.565945, -1.709896, -1.567199)  0.34
H (1.255147, -2.319097, 0.062714)  0.33
H (-2.479971, 1.199484, -0.373928)  0.26
H (-3.673046, 0.173683, -0.596828)  0.18
H (-2.717198, 0.612186, 2.516931)  0.29
H (-1.475143, -0.152675, 2.931042)  0.23

Cartesian forces (eV/Å) of the 6 atoms listed first:
C -2.24 1.83 -0.24
C 0.35 1.28 -1.73
C 2.23 0.86 -0.12
C 0.30 -0.30 1.88
N 5.32 2.69 1.34
N -0.28 0.55 -0.60



(5)
ORCA calculation (wB97M-V/def2-TZVPD) on a single CH4N2Si molecule in a non-equilibrium geometry.

Lowest unoccupied orbital energy = 0.1 eV
Gap between HOMO and LUMO = 9.268 eV
SMILES = [H]/N=[SiH]/N=C
Relative energy (zero: lowest compared OMol25 entry of this formula, charge and spin) = 32.6 kcal per mole
Net charge = 0
HOMO level = -9.119 eV

Last column: Mulliken charge in e.
Atoms and positions in Å:
C (-0.446867, 0.185198, -1.798819)  -0.14
N (1.446606, 0.004653, 1.676908)  -0.55
N (-0.570799, 0.218316, -0.524918)  -0.25
Si (-0.008849, -0.243411, 1.036088)  0.33
H (-0.994776, 1.015088, -2.433438)  0.20
H (0.087222, -0.527536, -2.272328)  0.27
H (-1.141112, -0.800952, 1.691056)  -0.07
H (1.628575, 0.148644, 2.625450)  0.22

Cartesian forces (eV/Å) of the 6 atoms listed first:
C -3.04 3.87 2.79
N -1.42 -0.04 -2.60
N 0.89 -0.03 -1.01
Si 1.32 0.67 -0.43
H 1.03 -1.71 1.09
H 1.85 -2.33 -1.78



(6)
ORCA calculation (wB97M-V/def2-TZVPD) on 2 unconnected molecules or ions with the total composition C5H12O.

Lowest unoccupied orbital energy (alpha / beta) = 0.8 / 0.8 eV
Gap between HOMO and LUMO (alpha / beta) = 8.335 / 8.286 eV
Relative energy (zero: lowest compared OMol25 entry of this formula, charge and spin) = 92.3 kcal per mole
Net charge = 0
HOMO level (alpha / beta) = -7.496 / -7.480 eV

Last column: Mulliken charge in e.
Atoms and positions in Å:
C (2.272253, -0.024858, 1.447177)  -1.30
C (1.204826, 0.283963, 0.401416)  0.01
C (0.436123, -0.973551, 0.006480)  -0.92
C (-2.511545, 0.286208, 0.068812)  -0.50
O (-2.462857, 0.067627, -1.205041)  -0.24
C (-1.677282, 0.586058, -2.098979)  -0.54
H (1.814141, -0.413265, 2.364812)  0.32
H (2.865094, 0.857328, 1.710062)  0.34
H (2.958041, -0.793597, 1.071304)  0.33
H (1.671899, 0.726501, -0.488690)  0.26
H (0.512419, 1.043359, 0.792999)  0.17
H (1.131241, -1.753259, -0.326162)  0.40
H (-0.128462, -1.369685, 0.857236)  0.29
H (-3.208542, -0.326377, 0.618050)  0.28
H (-1.830672, 1.004495, 0.512844)  0.33
H (-1.826282, 0.231166, -3.106058)  0.28
H (-0.254754, -0.782191, -0.822256)  0.13
H (-0.965639, 1.350078, -1.804006)  0.35

Cartesian forces (eV/Å) of the 6 atoms listed first:
C 0.06 0.00 0.05
C -0.01 0.04 -0.02
C 0.01 -0.05 -0.05
C 0.07 0.25 0.77
O -0.59 -0.55 -0.38
C 0.45 0.42 -0.41



(7)
ORCA calculation (wB97M-V/def2-TZVPD) on 2 unconnected molecules or ions with the total composition C2H8N2O3 in a non-equilibrium geometry.

Lowest unoccupied orbital energy = 0.6 eV
Gap between HOMO and LUMO = 10.199 eV
SMILES = O=C(CO)NO.N
Relative energy (zero: lowest compared OMol25 entry of this formula, charge and spin) = 63.1 kcal per mole
Net charge = 0
HOMO level = -9.594 eV

Last column: Mulliken charge in e.
Atoms and positions in Å:
C (1.068949, 0.087000, -1.427015)  -0.35
C (1.027863, 1.116173, -0.238618)  0.42
N (0.079401, 0.802581, 0.665516)  -0.03
N (-1.612701, -1.660241, 0.870543)  -0.69
O (0.076155, 1.628293, 1.793387)  -0.47
O (-0.091941, -0.611818, -1.838244)  -0.50
O (1.943194, 1.873411, -0.001789)  -0.62
H (1.753770, -0.784255, -1.025130)  0.21
H (1.447679, 0.550960, -2.276365)  0.34
H (-0.845029, 0.255548, 0.694373)  0.38
H (-2.063067, -1.999466, 1.730305)  0.19
H (-0.628965, -1.564183, 1.053045)  0.27
H (-1.778235, -2.242164, 0.068738)  0.21
H (-0.808433, 0.057350, -1.704956)  0.31
H (0.431359, 2.490809, 1.636209)  0.32

Cartesian forces (eV/Å) of the 6 atoms listed first:
C 1.10 -2.16 2.17
C -0.01 -2.88 -0.79
N -1.65 1.10 1.15
N -0.45 0.66 0.96
O -1.05 -1.53 1.43
O -1.64 1.55 1.08



(8)
ORCA calculation (wB97M-V/def2-TZVPD) on 7 unconnected molecules or ions with the total composition C38H65F3NO13PS8 in a non-equilibrium geometry.

Lowest unoccupied orbital energy = 0.4 eV
Gap between HOMO and LUMO = 8.487 eV
Net charge = 0
HOMO level = -8.120 eV

Last column: Mulliken charge in e.
Atoms and positions in Å:
C (-2.706092, 3.834057, -4.175890)  -1.31
C (-1.924331, 3.421765, -5.423025)  0.01
O (-0.647115, 4.036364, -5.500338)  -0.54
C (-1.842139, 1.944396, -5.759989)  -1.59
C (-1.228601, 0.908168, -4.776299)  1.29
O (-0.563291, 0.004050, -5.699570)  -0.21
C (-0.329395, -1.336624, -5.513963)  0.08
O (-1.063334, -2.128355, -6.004879)  -0.56
C (0.929238, -1.826912, -4.907026)  0.56
C (0.897937, -2.734045, -3.849924)  -0.53
C (2.065304, -3.222980, -3.284452)  -0.49
C (3.299759, -2.814373, -3.780290)  -0.72
C (3.336443, -1.935787, -4.863741)  -0.70
C (2.168241, -1.443182, -5.425341)  -0.07
C (-2.436066, 0.301022, -4.014739)  0.12
C (-3.297897, -0.630074, -4.914449)  -1.82
C (-4.789062, -0.431761, -4.772120)  -0.41
C (-5.581185, -1.118942, -3.855756)  0.31
C (-6.950736, -0.885399, -3.801263)  -0.89
C (-7.572700, 0.009306, -4.664742)  -0.50
C (-6.796597, 0.693481, -5.591053)  -0.86
C (-5.423794, 0.468385, -5.634487)  -0.36
C (-2.155378, -0.234979, -2.602278)  1.48
N (-2.893857, -1.493997, -2.333353)  -0.41
C (-2.336807, -2.397792, -1.739896)  0.38
S (-1.674771, -3.578113, -0.993750)  -0.32
P (-2.783585, 1.053936, -1.372346)  0.31
C (-4.593892, 1.086318, -1.552580)  -1.11
O (-2.570634, 0.328907, 0.075797)  -0.54
O (-0.773095, -0.541671, -2.351007)  0.34
S (0.278390, 0.654759, -2.371723)  0.40
O (0.134340, 1.505399, -1.229491)  -0.50
O (1.568979, 0.053526, -2.498732)  -0.39
C (-0.162314, 1.592224, -3.860369)  -0.13
C (1.137448, 1.895212, -4.595086)  -0.59
C (2.256542, 2.665977, -3.875124)  -1.54
C (1.958655, 3.872343, -3.010649)  0.81
F (0.782636, 4.463864, -3.236954)  -0.23
F (2.905730, 4.818761, -3.232419)  -0.35
F (2.019103, 3.605406, -1.707142)  -0.20
H (-3.040167, 4.859355, -4.334152)  0.53
H (-2.117676, 3.845311, -3.263057)  0.29
H (-3.616625, 3.255783, -4.062650)  0.14
H (-2.498339, 3.854872, -6.248980)  0.57
H (-0.726120, 4.930664, -5.160597)  0.42
H (-1.306464, 1.870762, -6.701882)  0.54
H (-2.857058, 1.655899, -5.999244)  -0.42
H (-0.051099, -3.050584, -3.448117)  0.45
H (2.005729, -3.892599, -2.441911)  0.46
H (4.228966, -3.163137, -3.361911)  0.50
H (4.284660, -1.618055, -5.272172)  0.41
H (2.185648, -0.766086, -6.266926)  0.54
H (-3.089536, 1.154232, -3.842523)  -0.05
H (-3.023241, -1.669807, -4.805343)  0.77
H (-3.049287, -0.374627, -5.938166)  1.04
H (-5.124152, -1.826355, -3.186143)  0.59
H (-7.561613, -1.399556, -3.074821)  0.42
H (-8.636485, 0.177444, -4.640323)  0.42
H (-7.236472, 1.380260, -6.295422)  0.43
H (-4.849487, 0.993294, -6.383829)  0.30
H (-4.936357, 1.914458, -0.940651)  0.47
H (-5.077959, 0.188343, -1.173224)  0.30
H (-4.920922, 1.254182, -2.573166)  0.23
H (-2.115108, 1.008035, 0.590041)  0.23
H (-0.550691, 2.508072, -3.432376)  0.53
H (0.936274, 2.367083, -5.545921)  1.06
H (1.584633, 0.941838, -4.851276)  -0.40
H (2.862487, 1.999585, -3.272548)  0.42
H (2.928837, 3.019047, -4.649032)  0.53
C (3.108710, -2.855187, 1.727638)  -0.43
S (1.391453, -2.898983, 1.235912)  0.28
O (1.301819, -3.661394, -0.041995)  -0.54
C (1.325965, -1.151443, 0.854049)  0.16
H (3.417376, -3.858516, 2.017374)  0.47
H (3.716969, -2.513143, 0.889423)  -0.04
H (3.214840, -2.180550, 2.580525)  0.05
H (2.068327, -0.892260, 0.097624)  0.17
H (1.503712, -0.604555, 1.781760)  0.10
H (0.328514, -0.920873, 0.479829)  -0.19
C (1.177436, 2.538714, 2.621000)  -0.55
S (-0.435135, 1.993949, 3.187002)  0.68
O (-1.455672, 2.839155, 2.501145)  -0.70
C (-0.265878, 2.601073, 4.865802)  -0.66
H (1.261577, 2.287042, 1.564362)  -0.09
H (1.264204, 3.617433, 2.751823)  0.48
H (1.950577, 2.016769, 3.187767)  0.22
H (-0.078700, 3.675117, 4.853201)  0.30
H (0.553647, 2.077145, 5.357874)  0.22
H (-1.196536, 2.396052, 5.391987)  0.15
C (-4.961858, 0.561632, 7.006080)  -0.92
S (-3.698668, 1.559427, 7.804188)  0.53
O (-3.777710, 1.284074, 9.260372)  -0.65
C (-4.502647, 3.141154, 7.518755)  -0.95
H (-4.674470, -0.482519, 7.107304)  0.31
H (-5.921654, 0.729273, 7.494610)  0.32
H (-5.017939, 0.824765, 5.949672)  0.34
H (-5.493527, 3.134109, 7.972692)  0.35
H (-4.573453, 3.323639, 6.446200)  0.34
H (-3.891556, 3.913323, 7.980960)  0.31
C (3.706400, -0.169998, 6.810046)  -0.82
S (4.177798, -0.355757, 5.085849)  0.52
O (2.909873, -0.382545, 4.292080)  -0.58
C (4.751548, -2.044374, 5.214183)  -0.86
H (3.279224, 0.823418, 6.934977)  0.37
H (2.969771, -0.929115, 7.070115)  0.02
H (4.592404, -0.269571, 7.436707)  0.41
H (3.942862, -2.677124, 5.585303)  0.23
H (5.606018, -2.083503, 5.889764)  0.48
H (5.061711, -2.358424, 4.218600)  0.29
C (6.084057, 0.361420, -0.078485)  -1.03
S (6.099806, -1.218043, 0.775813)  0.77
O (6.089682, -0.924370, 2.229217)  -0.64
C (7.771005, -1.671891, 0.295685)  -1.16
H (5.127339, 0.839441, 0.122409)  0.22
H (6.895100, 0.986995, 0.294546)  0.42
H (6.190532, 0.193389, -1.150130)  0.39
H (8.470611, -0.908479, 0.636435)  0.36
H (7.817757, -1.777811, -0.787942)  0.36
H (8.007000, -2.623935, 0.766319)  0.34
C (0.424582, -4.161096, 7.852829)  -0.96
S (2.034559, -3.598704, 8.411551)  0.50
O (2.941775, -3.647157, 7.231917)  -0.61
C (2.408840, -5.038399, 9.416918)  -1.01
H (0.030946, -3.413739, 7.167255)  0.31
H (0.530074, -5.115312, 7.337024)  0.32
H (-0.241536, -4.259052, 8.709891)  0.38
H (2.380506, -5.933942, 8.796513)  0.31
H (1.684673, -5.110485, 10.228141)  0.38
H (3.406937, -4.907239, 9.829018)  0.33

Cartesian forces (eV/Å) of the 6 atoms listed first:
C 0.20 0.46 -0.24
C -0.63 0.56 -0.27
O 0.12 -0.24 0.12
C 0.59 0.32 -0.05
C 0.17 0.46 -0.18
O 0.10 0.06 0.49